# 1
A molecular structure, C41H59BBaBrN10O3S, computed with ωB97M-V/def2-TZVPD.

Properties
* lowest unoccupied orbital energy: 2.185 eV
* maximum force: 0.0063 hartree/bohr
* net charge: -1
* frontier orbital gap: 0.24045 Eh
* E_HOMO: -4.4 eV
* energy relative to the best compared isomer or geometry (same formula, charge and spin): 0.3497 eV

Geometry (Å):
Ba 0.12 0.43 -0.33
Br -2.28 5.39 -1.42
S 1.28 3.48 0.29
O -0.76 1.61 1.93
O -2.29 0.21 -1.11
O -4.35 -0.51 -1.65
N 0.23 -2.52 -2.28
N 2.34 -2.44 -0.82
N -3.15 2.78 -1.36
N 2.47 -1.35 -0.02
N 0.14 -3.26 0.20
N 0.30 -1.21 -2.63
N -0.36 2.39 4.02
N -2.50 2.49 3.09
N 2.29 1.93 -1.60
N -0.43 -2.20 0.84
C -4.93 4.37 -1.19
C -1.18 2.15 2.95
C 3.13 1.61 -2.59
C 0.23 -5.78 0.36
C 3.78 -1.17 0.16
C -0.91 -2.32 -4.15
C 2.40 3.13 -0.98
C -0.38 -1.08 -3.75
C 5.25 0.84 0.32
C 0.66 0.32 -5.52
C -2.98 3.28 4.20
C -4.04 1.79 -1.28
C -2.89 -0.88 1.99
C 3.41 4.02 -1.39
C -0.25 -4.42 0.77
C 1.07 2.22 3.86
C 4.50 -2.13 -0.57
C -0.50 0.23 -4.52
C 4.36 -0.13 1.09
C -0.82 -4.65 -3.05
C -2.01 -1.88 2.76
C 4.13 2.44 -3.04
C -5.85 3.34 -1.09
C -1.83 0.24 -5.29
C -0.48 1.45 -3.60
C -3.52 0.34 -1.34
C 4.27 3.68 -2.41
C 3.26 0.63 1.80
C -1.11 -4.12 1.80
C -3.59 4.01 -1.32
C -1.07 -1.14 3.72
C 3.55 -2.91 -1.18
C -3.33 2.55 1.90
C -2.93 -2.79 3.59
C -2.26 2.89 5.47
C -1.20 -2.72 1.80
C -0.77 3.06 5.23
C -0.50 -3.20 -3.18
C 3.74 -4.08 -2.08
C 5.21 -0.86 2.14
C -5.40 2.03 -1.15
B 1.00 -3.15 -1.08
H -1.87 -0.56 -6.04
H 3.41 -5.01 -1.62
H -2.86 4.36 4.00
H 3.69 1.29 2.56
H 0.09 -5.26 -3.02
H 2.97 0.63 -3.03
H -3.51 -2.18 4.28
H 1.26 -4.27 -1.40
H 1.29 1.98 2.83
H 5.57 -2.24 -0.64
H 0.58 1.23 -6.11
H -6.90 3.56 -0.98
H -4.06 3.10 4.30
H -4.31 2.13 2.11
H 0.66 -0.54 -6.20
H -0.52 -1.86 4.34
H 5.04 4.37 -2.72
H 1.32 -5.85 0.43
H -0.36 -0.53 3.18
H 2.56 -0.05 2.30
H -2.28 -0.07 1.61
H -1.53 -2.54 -5.00
H 1.44 1.44 4.52
H 1.62 0.33 -4.99
H -0.20 2.63 6.06
H -5.22 5.41 -1.15
H 2.70 1.28 1.12
H 5.65 -0.15 2.83
H -2.67 0.11 -4.61
H -2.58 3.50 6.31
H -2.37 -3.51 4.17
H -0.61 2.36 -4.19
H -2.86 1.98 1.10
H -2.48 1.84 5.70
H 4.67 1.40 -0.42
H 1.58 3.16 4.09
H -1.31 1.40 -2.89
H -3.63 -3.33 2.95
H 6.05 0.31 -0.21
H -0.21 -6.52 1.03
H -3.63 -0.44 2.67
H -1.65 -0.48 4.39
H 3.49 4.97 -0.88
H -1.61 -4.82 2.44
H -1.38 -4.85 -2.14
H 4.61 -1.57 2.70
H 3.18 -3.96 -3.01
H -6.06 1.17 -1.10
H 6.03 -1.42 1.67
H -1.94 1.19 -5.81
H -0.51 4.13 5.18
H 4.78 2.14 -3.85
H 0.45 1.56 -3.06
H -3.40 -1.36 1.16
H -1.42 -4.97 -3.90
H -0.05 -6.03 -0.66
H 4.80 -4.18 -2.33
H -3.45 3.59 1.56
H 5.71 1.56 1.01

***

# 2
A molecular structure, C41H60N8O4P2S2SeTc in a non-equilibrium geometry, computed with ωB97M-V/def2-TZVPD.

Properties
* lowest unoccupied orbital energy (spin up / spin down): 3.914 / 3.449 eV
* maximum force: 0.0865 hartree/bohr
* net charge: -2
* multiplicity: 4
* frontier orbital gap (spin up / spin down): 0.19791 / 0.21981 Eh
* E_HOMO (spin up / spin down): -1.5 / -2.5 eV

Geometry (Å):
Tc -1.42 0.75 -0.98
Se -1.55 0.07 -3.21
S 4.49 -5.05 -0.13
S 5.85 -4.20 -3.10
P 3.13 5.34 -0.69
P 5.36 -5.62 -1.87
O 4.42 -6.74 -2.51
O -7.95 -1.37 2.95
O -1.30 2.56 -0.55
O 6.73 -6.48 -1.73
N -6.13 4.58 1.29
N -7.25 4.01 1.78
N 3.14 0.16 -1.35
N 0.75 0.63 -1.19
N -3.47 1.12 -0.96
N 4.75 -1.54 -1.09
N -1.52 -0.50 0.29
N 2.54 -2.02 -1.24
C -1.81 1.26 2.74
C -2.58 -0.85 3.74
C 1.96 5.38 1.97
C -3.63 2.36 -0.29
C -6.24 1.85 2.54
C 3.92 4.18 -3.05
C -6.39 0.55 2.93
C 1.90 7.84 -0.72
C -2.57 -2.31 1.35
C -7.67 -0.01 2.96
C 1.80 3.20 0.94
C 2.62 4.48 0.98
C 2.27 -7.87 -2.74
C -2.77 -2.98 0.00
C -5.75 1.11 -1.49
C -3.10 -2.82 2.57
C -2.67 4.33 0.51
C -3.07 -2.10 3.76
C 0.35 5.94 -1.05
C -2.09 -0.95 1.44
C 3.42 -7.51 -1.78
C 8.01 -6.84 0.21
C -4.49 0.61 -1.64
C -5.00 2.87 -0.02
C 4.16 -8.80 -1.18
C 1.73 3.46 -2.43
C -2.14 -0.17 2.67
C 3.06 3.84 -1.84
C -7.35 2.69 2.20
C -3.83 4.74 0.99
C -8.63 2.02 2.28
C 9.07 -6.16 -1.98
C -8.82 0.73 2.67
C -6.79 -2.31 2.83
C 1.86 0.39 -1.29
C -2.53 3.17 -0.21
C -5.04 4.07 0.81
C 3.51 -1.11 -1.24
C 1.69 6.39 -1.24
C -6.03 2.25 -0.73
C 7.91 -6.03 -1.03
H 3.00 -6.84 -1.00
H 7.11 -6.67 0.82
H 0.15 4.87 -1.22
H 2.78 -8.09 -3.69
H 3.50 3.07 -1.21
H 9.18 -7.22 -2.33
H 2.28 2.45 0.19
H -0.85 1.38 2.30
H 1.42 4.36 -2.98
H -3.92 5.57 1.64
H -7.16 -3.25 3.26
H 5.01 -2.39 -1.56
H 9.91 -5.81 -1.39
H 2.72 -3.02 -1.18
H -0.35 6.58 -1.57
H 4.08 3.34 -3.76
H -6.03 -1.91 3.44
H 4.54 -9.33 -2.02
H -3.48 -3.83 2.63
H 1.55 -1.72 -1.41
H 1.82 2.65 -3.12
H 7.76 -4.95 -0.84
H -7.02 2.70 -0.59
H 3.53 5.09 -3.60
H -2.61 -0.21 4.67
H 4.96 4.41 -2.76
H 2.88 8.31 -0.96
H 1.60 -6.99 -2.88
H -6.31 -2.62 1.89
H 8.93 -5.50 -2.84
H 1.07 8.44 -1.07
H -3.35 -2.42 -0.75
H -9.56 2.53 2.04
H -5.50 0.03 3.28
H 1.63 -8.72 -2.45
H -3.28 -3.95 0.09
H -2.55 1.92 2.18
H 5.44 -0.85 -1.05
H 3.45 -9.42 -0.75
H 1.86 6.40 -2.36
H 4.86 -8.53 -0.43
H -1.96 1.61 3.80
H -1.78 -3.16 -0.41
H -4.34 -0.32 -2.22
H 8.04 -7.88 -0.02
H 1.72 7.89 0.37
H 0.77 3.40 0.61
H -3.47 -2.52 4.71
H 2.28 6.38 2.14
H 0.87 5.56 1.70
H -1.79 4.82 0.84
H 2.06 4.90 2.94
H -6.45 0.38 -1.81
H 3.62 4.25 1.36
H -5.21 2.20 2.72
H 0.92 3.29 -1.85
H -9.85 0.44 2.84
H 8.85 -6.50 0.83
H 1.75 2.74 1.94
H 0.06 6.05 0.00